The following is a DFT calculation (ωB97M-V/def2-TZVPD) of a cluster of 20 separate species, C80H220N20O20 in total in a non-equilibrium geometry.

Structure (XYZ):
```
340
Properties=species:S:1:pos:R:3:forces:R:3
O -3.57406 -2.70514 -0.40255 -0.32 -0.15 -1.02
O 4.21514 6.14347 -7.16949 -0.96 -1.16 -0.60
O 3.21242 -5.79661 0.47001 0.79 0.45 0.97
O -5.23203 -3.30020 5.95915 0.80 0.09 -1.23
O 2.81555 3.96943 -5.26667 0.39 -0.43 -0.07
O -0.35708 -5.59249 -5.68618 2.40 0.34 0.06
O 2.32464 -2.23332 8.38600 -0.74 -0.11 1.18
O -2.89040 1.16439 -3.96161 1.29 -0.91 0.33
O -9.16560 2.64621 1.22581 2.58 -0.51 0.61
O 1.44056 -2.32367 4.27799 -0.53 0.94 0.46
O 2.71141 0.97887 -0.98665 -0.24 0.20 0.25
O -2.51058 4.70190 4.55827 -1.26 -1.06 -0.56
O -1.65300 -5.43503 -0.39141 -0.82 -0.29 0.25
O -0.11328 5.35945 -2.32006 1.57 1.93 -1.28
O 0.26761 -2.15052 -2.72054 0.09 0.13 -0.08
O 5.88129 -0.50115 -0.76941 -0.51 -1.33 0.45
O -7.39550 4.57710 -3.97567 0.14 -0.15 0.75
O 7.26712 -6.71424 5.43693 -0.95 0.48 0.62
O 3.12559 3.13530 2.85660 -1.01 0.50 -0.87
O 0.67800 10.51096 -1.19522 -0.43 0.17 0.42
N -4.55480 -6.12153 0.82070 -1.24 0.82 -0.32
N 3.31809 6.53673 1.68736 0.98 -0.23 -0.37
N -3.24828 -3.79308 -2.96734 0.76 0.90 -0.45
N -7.64714 2.88154 -7.18272 0.51 -0.27 0.49
N 0.86886 0.95003 2.17145 -0.15 -2.83 1.74
N 4.45460 -6.29391 7.87278 2.17 -1.31 0.41
N -2.63244 -5.70181 7.05540 1.37 0.31 -0.86
N -5.66904 1.64475 1.17880 0.90 0.61 -0.65
N 2.86320 -9.34070 0.60779 0.29 0.67 0.38
N -2.46431 5.24241 0.53372 1.52 -0.11 -0.13
N 1.29281 1.12479 7.49987 1.31 1.05 -1.40
N 0.38293 -4.36753 6.05869 0.65 0.63 -0.92
N 2.49386 7.33345 -1.38318 0.28 1.01 0.50
N -2.88857 2.55281 2.53673 1.35 2.12 -2.65
N 3.96947 8.55179 -4.42534 1.64 0.30 0.16
N 0.37211 3.14972 -7.86083 -1.52 0.20 0.58
N 2.20140 -4.43370 -4.95741 1.33 0.42 -0.74
N 7.40459 2.14394 1.23954 1.25 0.44 0.06
N 1.45572 -7.29721 -4.02566 -0.34 -0.62 2.09
N -4.44351 3.49542 -1.53047 -0.39 -0.11 0.91
C -3.35163 -1.82917 0.63137 0.66 1.34 1.84
C 0.91278 -9.13723 -5.46440 1.85 -0.59 -0.63
C 0.56678 -3.37470 3.91865 1.54 -0.96 0.55
C 3.77516 4.45165 0.38183 1.06 -0.17 0.79
C -2.04173 3.37168 4.72884 0.64 -0.37 0.19
C 1.65716 1.28507 -0.08255 0.36 -0.38 0.28
C 6.62904 -6.31685 6.64555 0.98 0.51 0.70
C -0.20576 6.06304 0.49658 -1.16 1.69 -0.01
C 1.21360 -0.09585 8.25720 -0.12 0.32 -0.18
C 1.57965 -4.00917 -3.73825 -0.78 1.83 1.05
C -4.98074 -6.06146 6.61108 0.03 -2.53 -1.63
C -0.01989 -5.79902 4.08752 1.04 0.44 -0.52
C -5.52619 -4.01447 -2.20511 -1.47 -0.31 0.71
C 1.04261 1.54486 -5.93058 -1.66 2.53 0.45
C 3.48161 7.52680 -5.37960 0.74 0.33 0.53
C 3.40664 9.53750 -0.84126 0.00 -1.72 0.33
C -1.08680 4.89221 -1.51688 -2.00 -1.74 1.65
C 1.79318 0.39882 1.14556 0.20 -0.30 0.35
C 2.61139 1.83520 -2.10072 -0.24 -0.73 -0.55
C -7.04244 4.01019 -5.23599 2.68 0.81 1.47
C 2.67577 -8.00395 0.03646 -0.35 -0.33 1.13
C 1.06035 -7.58903 -5.34056 -2.03 -1.81 -0.09
C -3.93655 1.74965 -3.27188 -1.50 1.14 -0.11
C -4.01590 -3.77904 6.51661 -0.07 -0.22 -0.08
C -1.58298 -4.98924 -5.88735 -0.16 0.15 -0.28
C -6.13111 3.89934 1.84251 0.20 -0.48 0.80
C 8.46182 0.76657 -0.54959 -0.75 0.41 0.10
C -6.47920 5.63158 -3.60417 -0.52 -1.55 0.60
C -0.31688 -6.99658 -5.72680 0.12 0.47 1.30
C -1.77387 5.63545 5.22280 1.92 0.46 1.70
C 2.14278 8.69827 -0.89388 -0.18 -0.78 1.08
C -10.02477 3.49946 0.55522 -0.79 -0.57 -0.63
C -3.11541 -7.99206 0.11855 0.37 -0.08 0.90
C 1.49211 -1.04176 0.67441 -0.39 0.54 0.34
C 3.74354 2.42280 3.85624 1.38 -0.47 -0.76
C -2.88636 0.99351 4.44049 -0.72 0.13 0.49
C -2.93181 2.42120 3.92568 -1.87 0.60 2.95
C 3.36750 -3.03364 7.88245 -1.56 -0.26 -0.84
C 3.14256 -7.04646 1.13480 -0.26 -0.61 -1.52
C 3.06415 5.10706 1.56747 -1.39 0.37 -0.65
C 4.12080 3.51165 -4.93328 -0.91 -0.56 0.65
C -2.06801 -5.76630 0.91263 -0.61 -0.42 -1.19
C -0.23388 -0.53315 8.36961 1.55 0.86 1.27
C 3.61024 -4.71277 1.28936 0.15 0.24 -0.07
C -3.28509 0.36905 -5.06131 0.57 0.52 0.27
C -7.55099 1.47910 -5.15616 1.12 0.19 -0.23
C 4.90540 5.97229 -8.37233 1.13 -0.06 -1.16
C 0.86499 -4.68351 4.68849 -1.52 0.15 0.22
C 7.19898 1.28271 0.05944 -0.60 1.59 0.20
C 4.98235 -1.61988 -0.50580 -0.15 1.02 -0.45
C 1.17897 -2.45524 -3.72997 1.09 -2.65 -0.75
C 2.46977 -4.39851 -2.52356 -0.34 1.43 -0.85
C -7.81783 2.44326 0.65129 -1.75 1.96 0.52
C 1.02319 2.98383 -6.53274 0.20 -0.13 0.70
C -4.15660 -2.04228 -1.51120 -1.23 -0.12 -0.25
C -5.00633 -2.81701 4.62303 1.66 0.38 0.90
C -2.79909 1.76376 -1.05895 -0.08 -0.70 -0.17
C -0.12149 11.26543 -2.04605 0.04 1.57 -0.86
C 8.51162 -6.10491 5.30427 0.25 0.49 0.15
C 6.21607 0.24310 0.42162 -1.94 -0.98 -1.11
C -6.71203 2.50091 1.68366 -0.05 -0.34 0.12
C 4.47412 -6.11759 5.39011 1.20 1.08 1.16
C -3.75837 -5.28365 6.23397 -0.36 1.33 1.61
C -0.70146 -4.41449 -0.40666 1.49 -0.68 -2.25
C -7.84531 2.87257 -5.73144 -3.00 -0.67 -0.08
C 2.06597 7.71743 -5.79413 -0.47 0.57 -1.19
C -4.46192 -3.04993 -2.60786 1.05 0.22 -0.50
C 1.12526 9.33288 -1.78533 0.39 0.26 -0.74
C -3.42760 2.64308 -2.10573 -0.91 -0.91 -1.24
C 2.41856 3.56845 -6.57256 -0.29 0.17 -0.38
C -0.06043 -0.78649 -2.83759 0.16 -0.03 0.24
C 2.01441 -1.15392 7.55359 0.53 -0.49 -2.19
C -3.25874 -6.72623 0.96179 0.31 0.40 1.36
C 1.17068 -7.78924 -0.37878 2.65 -1.09 0.24
C -0.05744 4.55989 -3.46067 0.59 -1.48 -0.19
C 5.19883 -6.75398 6.63138 -1.84 0.83 -0.79
C 2.78607 -2.39676 3.93026 0.52 -1.64 -0.63
C -1.46483 5.83260 -0.38363 0.42 0.34 0.80
C 4.44935 7.33782 -6.51958 1.10 1.08 -0.54
C 3.32919 4.52294 2.91001 1.00 -0.12 0.88
H 9.04800 1.60343 -0.95264 0.11 -0.54 0.12
H -8.17332 2.14566 -7.60563 -0.30 -0.31 -0.39
H -7.10042 4.86829 -5.90044 0.17 -0.17 -0.80
H -1.05740 3.38452 4.23214 0.28 -0.44 0.56
H 3.41780 -3.99254 8.38664 0.15 0.23 0.49
H -6.58290 6.45135 -4.26965 -0.20 1.02 -0.65
H 4.76974 2.81411 3.99181 -0.26 -0.44 0.24
H 1.62392 2.29774 -2.12735 -0.11 0.03 -0.27
H 2.38987 4.39382 -7.26378 0.06 0.88 0.02
H 4.05323 -7.46548 1.61554 0.11 0.81 -0.49
H -3.51842 -1.24605 -1.91652 0.15 0.03 0.29
H -7.90948 1.53828 0.11614 0.46 -1.25 -0.51
H -0.93983 10.76868 -2.61965 0.63 -0.37 0.56
H 8.91250 0.21733 0.23441 1.35 -0.52 0.67
H -1.86578 -5.00068 7.09904 -0.76 -0.64 -0.30
H 3.75074 1.39455 3.52121 0.39 -0.40 -0.09
H -0.37116 2.44604 -7.83651 0.21 -0.01 -0.50
H 3.05650 4.39775 -0.42220 0.32 0.45 -0.69
H -3.19430 -6.94608 2.07047 -0.11 -0.64 -0.89
H 0.74145 -5.09092 6.63569 0.21 -0.65 1.05
H 5.52788 5.06263 -8.33318 -0.37 0.07 0.09
H -9.57488 3.83513 -0.38581 -0.32 0.01 -0.09
H 4.28944 5.90324 -9.31798 0.13 0.19 1.25
H -5.45609 5.26128 -3.71289 0.14 0.05 0.14
H -0.48143 6.97482 1.06636 0.60 -0.21 -0.06
H -2.93396 -5.88076 7.97564 -0.36 -0.21 1.30
H -3.71038 0.46609 3.91531 0.61 -0.05 0.49
H 0.33011 -4.90182 -0.46372 -0.99 0.96 0.50
H 3.16042 7.52577 -2.11345 0.44 -0.26 -0.35
H 9.21081 -6.42159 6.05866 0.35 -0.34 0.64
H 1.83599 -6.39019 -3.99719 0.43 1.19 0.19
H 5.19380 -7.81031 6.40975 -0.17 -0.74 0.59
H -0.70662 3.92788 -1.08510 -0.54 0.35 0.13
H 1.10744 -1.66419 1.47363 0.12 -0.18 0.40
H -1.01918 -5.35052 3.86895 0.63 -0.67 0.07
H 1.76697 -9.65258 -4.93156 -0.86 0.75 -0.48
H 8.13904 0.05527 -1.28968 0.30 -0.13 -0.65
H -6.88955 4.64460 1.95187 -0.59 0.45 0.53
H 4.07642 -1.53475 -1.11260 0.02 0.50 0.02
H -0.83254 -3.87007 -1.37161 0.22 -0.22 0.79
H 0.97713 -9.47708 -6.50358 0.12 0.24 -0.11
H -2.04384 1.09588 -1.49379 -0.03 0.36 0.00
H 1.69866 8.65004 0.14053 0.25 -0.18 -0.86
H -7.87856 3.76610 -7.60502 -0.21 0.07 -0.02
H 2.77564 1.27084 -3.04376 0.02 0.29 0.56
H 1.06610 -8.38631 -1.27465 -0.48 -0.08 -0.31
H -2.30669 -5.63533 -5.39014 -0.75 0.61 -0.07
H -3.09371 1.06719 5.53112 -0.07 -0.43 -0.64
H 1.11955 -6.75775 -0.61955 -0.69 0.91 -0.18
H -8.92202 3.05887 -5.43967 0.70 0.19 -0.36
H 2.82442 0.39257 1.56672 -0.25 0.30 -0.60
H 2.91053 -4.52723 2.09448 -0.62 0.04 0.09
H 6.68422 1.82779 -0.69991 -0.37 0.79 -0.87
H 1.96481 4.99272 1.40008 0.66 -0.43 -0.04
H 3.44371 6.62167 -4.79194 0.41 -0.60 0.09
H 2.47470 -5.45845 -2.41633 0.47 -0.80 0.06
H 2.07980 -4.00548 -1.58771 -0.10 0.26 0.01
H -1.29763 -6.24207 1.47273 1.18 -0.52 0.34
H -5.14492 -1.62111 -1.22593 0.47 0.28 0.15
H -2.77053 -0.91059 0.29195 -0.62 -0.92 0.44
H -8.18591 0.63118 -5.47122 -0.08 0.79 -0.21
H 5.46929 7.31458 -6.09212 -0.05 0.12 -0.06
H 8.53071 -5.00107 5.32817 -0.53 -0.21 -0.06
H 2.08225 -1.91920 -3.60829 1.35 0.95 0.62
H 1.72474 6.91401 -1.87370 -0.70 -0.34 0.01
H -2.58955 5.74425 1.39182 0.14 0.40 0.17
H 4.16697 2.41384 -4.89655 0.07 0.09 -0.58
H 0.92473 -2.19655 -4.76793 -1.02 -0.01 0.13
H 0.55213 11.76460 -2.80094 -0.74 -0.25 0.43
H 1.92202 -5.01444 4.71212 -0.41 0.44 -0.40
H 1.60865 -4.45452 -5.76687 -0.88 -0.23 0.07
H -2.37668 2.34817 -0.26671 0.33 0.26 0.53
H 3.19545 2.41426 4.74973 -0.76 0.37 1.69
H 4.77613 4.93160 0.14526 -1.38 -0.25 -0.01
H -3.14848 3.56112 2.29048 0.47 -1.84 0.29
H 2.35748 -9.98219 0.04721 -0.13 -1.02 -0.46
H -2.73991 -2.35784 1.41140 -0.48 0.47 -0.66
H -0.98922 4.62716 -4.06510 0.62 0.53 -0.13
H 1.50312 8.03275 -4.96964 -0.90 0.25 1.55
H 3.33271 2.61114 -1.99394 0.70 0.77 -0.19
H -4.04799 -3.58142 7.60922 -0.13 -0.44 -0.51
H -2.15322 -8.45615 0.34814 -0.18 -0.26 0.34
H -0.80477 0.25509 8.82804 -0.47 0.20 0.32
H 3.34804 -7.83416 -0.79526 -0.12 0.12 -0.64
H -5.23764 -5.89383 7.61637 -0.46 0.22 1.44
H 1.87784 8.51375 -6.52340 0.40 -0.16 -0.27
H -10.93591 2.86443 0.36062 0.46 1.20 -0.06
H -0.60866 12.03798 -1.43050 0.26 -0.16 -0.28
H 4.55865 -4.84807 1.81266 0.37 -0.43 -0.23
H 8.87777 -6.43458 4.37129 0.60 -0.21 -1.14
H 4.27990 -2.46915 7.92163 0.78 0.00 -0.24
H -7.15063 2.12544 2.60939 0.06 0.22 0.41
H 3.18488 6.96720 0.79131 0.13 0.09 -0.75
H -4.48747 -1.85289 4.64771 -0.31 0.38 0.33
H 0.65922 1.86474 7.77336 0.15 -0.21 0.20
H 2.57509 6.89594 2.22889 -0.81 0.72 0.97
H 0.52892 -6.11757 3.14583 -1.07 0.07 0.87
H -1.96129 4.61319 -2.13178 0.14 0.54 0.47
H 5.38288 -2.56981 -0.80953 0.88 -0.37 -0.05
H -1.78406 6.84087 -0.76978 0.21 -0.88 -0.08
H -4.29379 -3.36392 3.97757 -0.56 -0.79 0.47
H -0.12364 3.49756 -3.09602 0.50 0.40 -0.50
H 0.67384 -0.96877 -0.04977 0.27 -0.36 -0.15
H 1.88115 -7.28151 -5.95644 0.14 0.35 -0.81
H -5.40127 3.92956 2.65989 -0.43 0.09 0.22
H 0.49862 -8.14059 0.39680 -0.11 0.23 0.16
H 4.66224 -6.65260 4.47062 0.44 0.15 -0.24
H 1.63728 2.34645 0.22692 0.11 -0.19 -0.32
H 4.92036 -6.71597 8.73858 -0.88 0.74 -1.59
H 4.74869 -5.03493 5.37610 0.23 -0.72 -0.50
H -1.73202 -4.89864 -6.95600 -0.69 -0.27 -0.50
H 0.72996 6.25278 -0.04441 -0.37 -0.22 0.13
H 2.69278 5.01912 3.67883 0.18 -0.31 -0.30
H 4.36622 3.78216 -3.92131 -0.21 0.57 0.52
H -1.88318 2.51467 2.23129 -1.13 -0.26 0.06
H -5.54120 -4.84440 -2.90004 -0.22 -0.10 -0.39
H 3.42111 -6.04727 5.49157 -1.18 -0.53 0.52
H 4.97387 8.34189 -4.14253 -1.72 -0.06 -0.40
H -3.16111 -3.21782 6.13769 0.14 0.31 -0.10
H -2.73972 3.28852 -2.60509 0.78 0.10 -0.12
H -3.33024 4.91206 0.19955 -0.96 -0.21 -1.08
H -0.54944 -0.41054 -1.96539 -0.37 -0.15 0.82
H 3.94480 9.44147 0.09690 0.32 -0.45 -0.09
H -4.69693 1.03589 -2.86875 0.42 0.07 -0.35
H 0.72739 1.00408 -0.61213 -0.07 0.49 0.51
H 2.38398 -7.11750 1.87659 -0.84 0.57 1.07
H 0.48114 3.56967 -5.80076 -0.11 0.28 0.26
H -5.95075 3.64894 -5.16389 -1.17 0.63 -0.32
H -3.12988 -4.53977 -2.31843 -0.06 -0.87 0.62
H -1.09231 -7.29573 -5.00442 0.27 -0.62 0.19
H -5.93349 -2.70140 4.15180 -1.35 0.05 -0.71
H -3.96929 2.74481 4.22959 0.65 -0.15 -0.22
H -2.30042 -4.86117 1.45035 -0.42 0.60 0.36
H -5.87739 -5.96297 5.98257 0.45 0.64 0.12
H -6.53001 1.24749 -5.50748 -0.17 -0.21 0.48
H -4.42955 2.40012 -4.03551 -0.34 -0.13 0.67
H 0.92312 4.71342 -3.99377 -1.29 -0.02 0.36
H -1.80198 6.59775 4.74044 -0.24 0.32 -0.49
H -5.05022 2.99700 -0.85583 0.27 0.47 -0.79
H 1.28174 1.81556 2.51659 0.00 -0.21 0.15
H 0.61445 -4.48473 -3.69459 -0.34 -0.60 0.23
H -1.94907 0.46322 4.33806 0.33 -0.06 -0.35
H 5.24550 0.68790 0.71619 0.57 0.11 0.54
H 3.96742 9.23489 -1.71335 0.71 0.19 -0.07
H 3.71952 -3.79896 0.68350 -0.28 -0.48 0.02
H 3.03228 -3.29020 6.86586 0.86 -0.01 -0.29
H -1.56769 -3.94178 -5.53451 -0.03 -0.70 0.43
H 2.93935 -3.79217 -5.24674 0.24 -0.19 0.45
H -0.67623 5.33029 5.25856 -1.08 0.38 0.13
H 3.33188 -1.51945 4.24784 -0.18 0.28 0.28
H -0.22305 4.03832 -7.87860 1.46 -1.34 0.18
H 2.39147 -1.50813 0.24393 -0.56 0.22 0.01
H 7.21379 -6.77806 7.49900 -0.65 0.56 -0.52
H 0.01389 -9.61963 -5.13073 -0.76 0.35 0.68
H 6.73235 2.91342 1.29929 0.30 -0.43 -0.17
H 0.27326 8.69662 -1.91301 -0.61 -0.83 -0.26
H 4.65290 -1.71560 0.53450 0.32 0.37 0.05
H -4.62663 -5.15454 1.17173 0.17 -0.84 -0.49
H -6.66735 5.95506 -2.55355 -0.03 -0.41 -0.85
H -5.55816 4.20954 0.99886 0.36 -0.12 -1.10
H -3.50698 -5.52026 5.23307 0.20 0.29 -1.33
H -5.04899 -6.22591 -0.06663 0.64 0.09 0.37
H 1.59741 1.54451 -5.00584 0.38 0.07 0.19
H 4.38528 4.71564 3.20478 -0.36 0.03 -0.15
H -3.80763 1.00923 -5.77129 -0.14 -0.11 -0.37
H -3.56231 1.09630 -0.63174 0.02 0.31 0.00
H -3.94755 -8.68233 0.31005 0.32 0.13 0.03
H -7.59946 1.50728 -4.06561 0.21 0.05 -0.04
H -0.58758 -0.72644 7.40775 -0.80 -0.53 -1.53
H 4.45459 8.17174 -7.29125 -0.32 -0.41 1.00
H -1.96028 3.03022 5.83138 -0.14 0.78 -1.52
H 0.80696 -0.15345 -2.99880 0.37 0.02 -0.12
H 0.02243 1.29022 -5.66689 -0.33 -0.24 0.11
H -2.37106 -0.05391 -5.50315 -0.34 0.19 0.05
H -10.23669 4.38064 1.16804 -0.29 -0.06 -0.06
H 1.38593 0.84078 -6.59252 1.12 -1.74 -1.65
H -4.83913 -2.50711 -3.52344 0.45 -0.25 0.87
H 2.88835 -2.50492 2.85108 0.07 0.27 -0.32
H -4.90180 4.17469 -2.14139 0.10 -0.84 0.33
H 2.97617 -0.74926 7.17421 -0.25 0.27 0.15
H -2.14216 5.80855 6.26658 0.36 -0.32 -0.51
H 0.90343 -3.51684 6.29607 -0.35 -0.24 0.43
H -0.09956 -6.64501 4.79535 -0.13 0.36 -0.48
H -4.72839 -7.15131 6.47227 -0.15 0.82 0.47
H -0.61761 -7.40566 -6.65071 -0.42 -0.26 -1.64
H 0.52761 -3.57468 2.86043 0.21 0.16 -0.77
H 6.63496 -5.19692 6.74239 0.22 -0.76 0.03
H 1.65738 0.04982 9.22530 0.11 -0.21 0.89
H -6.50911 -3.47540 -2.24161 0.64 -0.72 0.19
H -2.40372 -3.23042 -2.76369 -0.62 -0.11 -0.45
H -5.39346 -4.49516 -1.20523 0.09 0.80 -0.60
H 3.52636 -6.68795 7.83805 -0.19 -0.13 0.02
H 3.99180 3.40401 0.62156 -0.01 0.06 0.10
H -0.73953 -0.68329 -3.64376 -0.73 0.44 -1.08
H 3.12175 2.89929 -7.06161 0.26 -0.52 0.32
H 0.68542 -7.38018 -3.34459 0.54 0.15 -0.52
H 3.17439 10.54155 -0.91597 -0.59 2.18 -0.29
H -5.94934 0.71005 1.11437 -0.69 -1.59 -0.18
H 1.57320 9.52216 -2.78916 -0.12 -0.02 0.36
H -0.13882 5.29045 1.24142 0.26 -0.66 0.02
H 3.48424 -3.97454 -2.68686 -0.44 -0.48 0.16
H -3.92819 -0.43510 -4.73683 -0.37 -0.41 0.05
H -4.30382 -1.47586 1.15191 0.86 -0.32 -0.70
H -0.38801 -3.04592 4.27592 -0.71 0.10 -0.02
H 6.58359 -0.43831 1.15279 0.36 -0.51 0.95
H -3.02610 -7.83339 -0.93706 -0.35 0.62 -0.70
H -0.18145 -1.39292 8.99643 -0.65 -0.85 0.40
H 2.26310 1.50254 7.37151 -1.45 -0.54 0.40
H -4.78900 1.64164 1.67009 0.32 0.56 0.34
H 3.28144 -3.31026 4.33544 -0.19 0.55 0.11
H 8.35939 2.55875 1.20947 -1.14 -0.36 0.06
H 4.09770 9.47361 -4.85653 -0.50 -0.31 -0.11
H 1.46586 -1.48755 6.58892 0.62 0.36 1.33
H 4.84505 3.96016 -5.56699 0.79 0.14 -0.83
H 0.84045 0.21001 3.01600 0.10 2.35 -2.31
H 3.85789 -9.57119 0.65120 -0.53 -0.18 -0.20
H 1.62056 6.79332 -6.15095 0.13 -0.10 -0.21
H 5.64076 6.78648 -8.51564 -0.35 -0.14 -0.07
H -7.57512 3.25301 -0.04327 -0.38 -0.06 -0.38
H -0.79983 -3.71415 0.40090 0.02 0.34 0.61
```
Positions in Å, forces in eV/Å.

For the gap between HOMO and LUMO, the calculation gives 8.93 eV. Its charge is 0. For the LUMO energy, the calculation gives 0.38 eV. Its highest occupied orbital energy is -8.5410 eV. The value obtained for the relative energy (zero: lowest compared OMol25 entry of this formula, charge and spin) is 131.2 kcal/mol. For the total energy, the calculation gives -5779.3742 Eh.

These are the Mulliken partial charges, in e, on atoms 1 to 8: O 0.231; O -0.160; O -0.097; O -0.453; O 0.529; O -0.112; O -0.473; O 0.345